C24H68O23S7Si2 | ωB97M-V with the def2-TZVPD basis set

E = -6051.98158 Ha
max |F| = 0.045 Eh/bohr

Positions of all 124 atoms, in Å:
1 S 1.1631 1.2987 -1.2386
2 S 5.1113 -3.0226 -5.5652
3 S -1.0994 -6.7248 -1.9019
4 S 1.8819 6.7787 -1.5076
5 S -0.2174 -2.7624 7.1427
6 S -5.3660 0.5353 9.3817
7 S 2.6292 5.1570 -7.7716
8 Si -3.1361 -1.1002 2.8592
9 Si -4.6256 -2.0778 0.7562
10 O 1.4644 5.1885 -8.8780
11 O -0.0802 0.6825 -1.6114
12 O 0.5445 6.5643 -1.0270
13 O 3.0146 6.1865 -0.8524
14 O -4.7239 -1.1413 2.2129
15 O -0.9755 -8.1142 -2.2407
16 O -0.9047 -2.7586 5.8817
17 O 1.9377 1.7547 -2.5722
18 O 2.0935 0.6369 -0.3666
19 O 6.0607 -3.0862 -6.8604
20 O -2.3751 -6.0651 -1.9072
21 O 2.1128 5.6844 -6.5395
22 O -6.4947 0.5802 8.2391
23 O -5.9169 1.0451 10.6044
24 O -0.5950 -0.3107 2.2016
25 O 4.0779 -4.0113 -5.6930
26 O 4.8021 -1.6484 -5.2839
27 O 2.1327 8.3609 -1.6523
28 O -1.2035 -2.1814 8.2694
29 O -4.7112 -0.7435 9.3355
30 O 3.2806 3.8788 -7.8186
31 O 0.4176 -3.9490 7.6423
32 O -0.3846 -6.4609 -0.4836
33 C -7.4707 -0.4717 8.2119
34 C -0.0612 -1.3926 1.4467
35 C 3.6729 6.3711 -8.5165
36 C -1.9357 0.0053 1.8311
37 C 1.7579 -0.1333 -4.1239
38 C -1.0917 -8.2911 0.9712
39 C 0.9517 -1.4389 7.1688
40 C -8.5372 -0.2904 9.2760
41 C 2.6689 0.7545 -3.2984
42 C -4.2996 1.7578 8.6847
43 C 2.9959 9.1039 0.5166
44 C 1.9499 6.3779 -3.2253
45 C -2.4992 -2.7899 8.4116
46 C 5.4451 -2.9833 -8.1526
47 C -2.4249 -4.1139 9.1500
48 C 0.8305 2.9143 -0.6130
49 C 1.8811 9.1900 -0.5094
50 C 0.1266 -2.7088 2.2827
51 C -0.5432 4.3316 -7.7625
52 C 0.0302 -5.7979 -2.8941
53 C 5.0684 -1.5536 -8.4948
54 C 0.4878 4.1363 -8.8586
55 C 6.3054 -3.5827 -4.3911
56 C -1.1082 -6.7962 0.7116
57 H -0.6355 -3.4422 1.9795
58 H 7.1724 -2.9282 -4.4336
59 H 1.8678 5.2962 -3.3144
60 H -8.9649 0.7114 9.2248
61 H -2.1301 -6.4127 0.6636
62 H 3.2839 0.1639 -2.6159
63 H -0.0865 -2.4625 3.3323
64 H 0.4593 -0.5294 6.8341
65 H 6.1823 -3.3467 -8.8682
66 H 3.1051 7.2891 -8.6471
67 H -1.3429 3.5962 -7.8564
68 H 4.0256 5.9913 -9.4718
69 H 4.2663 -1.1921 -7.8510
70 H 1.3318 -1.3275 8.1813
71 H -0.0279 -4.7510 -2.6068
72 H -2.5672 -2.4595 2.8139
73 H -2.1333 1.0361 2.1774
74 H -7.9304 -0.4314 7.2248
75 H 3.3477 1.2929 -3.9594
76 H 5.9207 -0.8876 -8.3566
77 H -3.4990 -3.0121 0.8508
78 H 3.9645 9.2794 0.0475
79 H 2.9019 6.7137 -3.6276
80 H -3.1059 -2.0925 8.9841
81 H 1.7744 3.4004 -0.3760
82 H 2.3459 -0.7934 -4.7622
83 H 6.5779 -4.6074 -4.6302
84 H -8.1219 -0.4156 10.2761
85 H 1.0937 0.4671 -4.7474
86 H -3.4275 -4.4878 9.3613
87 H 0.9792 3.1646 -8.7711
88 H -0.9730 5.3327 -7.8129
89 H 1.1408 -3.1065 2.1840
90 H -0.2671 -5.9225 -3.9330
91 H -3.0662 -0.5957 4.2387
92 H 0.9531 -1.0949 1.1415
93 H -2.9752 -2.9085 7.4350
94 H -1.8820 -4.0003 10.0890
95 H 1.7607 -1.7023 6.4908
96 H -5.9268 -2.7592 0.6185
97 H -1.9001 -4.8671 8.5611
98 H 1.8109 10.2105 -0.8857
99 H 0.2259 2.8047 0.2851
100 H -4.3885 -1.1355 -0.3434
101 H -2.1214 -0.0309 0.7452
102 H -0.0045 4.1633 -9.8304
103 H -6.9824 -1.4447 8.3022
104 H 0.2824 3.4756 -1.3662
105 H 4.5108 6.5405 -7.8436
106 H -3.4826 1.9176 9.3851
107 H 0.9144 8.9411 -0.0656
108 H 4.7285 -1.4864 -9.5290
109 H 1.1210 6.8616 -3.7349
110 H -9.3335 -1.0242 9.1457
111 H -4.8633 2.6775 8.5496
112 H 2.8444 9.8408 1.3065
113 H 4.5794 -3.6467 -8.2142
114 H -1.6626 -8.8290 0.2141
115 H -0.6020 -1.5890 0.5091
116 H -0.6096 -6.2806 1.5323
117 H 5.8454 -3.5329 -3.4065
118 H -3.9181 1.3905 7.7351
119 H 3.0321 8.1166 0.9773
120 H 1.0331 -6.1890 -2.7418
121 H -1.5283 -8.5131 1.9458
122 H 1.1282 -0.7536 -3.4850
123 H -0.0714 -8.6750 0.9423
124 H -0.0949 4.2195 -6.7751

Force components x, y, z for each atom (eV/Å):
S 0.12 0.64 -0.25
S 0.66 -0.11 -0.11
S 0.52 0.31 0.23
S 0.19 0.37 -0.62
S -0.15 0.45 0.51
S -0.26 0.47 -0.48
S -0.20 0.23 -0.56
Si -0.08 0.36 -0.39
Si -0.96 1.08 1.12
O 0.59 0.20 0.24
O 0.36 -0.16 0.25
O 0.39 -0.05 0.24
O -0.49 0.02 0.12
O 1.86 -1.10 -0.85
O -0.32 0.33 0.10
O 0.12 -0.31 0.23
O -0.30 0.14 0.57
O -0.31 -0.18 -0.32
O -0.14 -0.11 0.63
O 0.13 -0.43 0.07
O 0.21 -0.33 -0.09
O 0.61 0.15 0.27
O 0.23 -0.41 -0.19
O -0.41 -0.19 -0.66
O 0.01 0.48 -0.06
O -0.25 -0.40 -0.09
O -0.11 -0.57 -0.22
O 0.58 0.06 -0.46
O -0.41 0.25 0.29
O -0.29 0.23 0.28
O -0.23 0.16 -0.37
O -0.11 0.12 -0.62
C -0.66 -0.53 0.10
C 1.57 -0.91 0.20
C -0.07 0.01 -0.08
C -0.93 0.13 0.67
C -0.25 -0.13 0.12
C -0.09 -0.14 -0.21
C -0.06 0.06 0.06
C 0.14 0.08 0.25
C 0.29 -0.64 -0.53
C -0.04 -0.03 -0.11
C 0.07 -0.27 0.03
C -0.01 0.13 0.01
C -0.71 -0.53 0.30
C -0.37 0.23 -0.73
C 0.27 -0.18 -0.17
C 0.10 0.06 -0.08
C 0.01 0.41 0.70
C -1.02 0.79 -0.18
C 0.15 0.09 0.23
C 0.06 0.05 0.12
C -0.11 0.11 0.24
C -0.65 -0.54 0.14
C 0.07 -0.02 -0.08
C -0.33 -0.42 0.61
H 0.45 -0.04 0.12
H -0.04 0.02 -0.02
H 0.01 0.00 0.08
H -0.03 -0.04 -0.07
H 0.07 0.04 -0.20
H -0.10 0.10 0.11
H 0.27 -0.17 -0.19
H -0.02 -0.04 -0.01
H 0.13 -0.09 0.25
H -0.02 -0.03 0.03
H 0.03 0.00 -0.09
H -0.03 -0.02 0.02
H 0.01 -0.02 -0.03
H -0.03 -0.05 -0.01
H -0.02 -0.03 0.02
H -0.14 -0.04 0.21
H 0.18 -0.23 -0.31
H 0.23 0.19 -0.05
H -0.09 0.22 0.16
H 0.02 -0.04 -0.07
H 0.03 -0.18 -0.10
H -0.04 0.08 0.00
H -0.01 -0.02 0.03
H 0.33 0.13 -0.14
H -0.01 -0.01 -0.02
H 0.10 0.09 0.03
H -0.03 0.02 -0.03
H -0.01 -0.02 -0.03
H 0.08 0.04 -0.02
H -0.02 0.11 0.00
H 0.14 0.12 0.03
H -0.03 -0.04 -0.07
H -0.26 -0.01 -0.03
H -0.08 -0.07 0.04
H -0.35 0.06 0.11
H -0.37 0.21 0.01
H 0.20 0.07 -0.06
H -0.08 0.05 0.02
H -0.06 -0.08 -0.02
H 0.10 -0.05 -0.09
H -0.03 0.00 0.02
H 0.00 -0.14 -0.26
H 0.01 -0.13 -0.02
H -0.02 0.00 -0.22
H 0.29 0.05 0.21
H 0.23 0.19 -0.06
H 0.14 0.12 0.03
H -0.01 -0.03 0.02
H -0.05 -0.08 0.06
H -0.05 -0.08 0.06
H 0.02 -0.14 -0.12
H 0.05 -0.08 0.00
H 0.01 0.00 0.02
H 0.03 0.01 -0.09
H -0.03 -0.04 0.03
H -0.05 0.04 -0.07
H 0.04 -0.01 0.18
H 0.00 0.02 0.03
H -0.18 0.24 0.36
H 0.16 0.16 -0.26
H -0.09 0.04 -0.05
H -0.03 -0.02 0.02
H -0.02 0.03 0.00
H -0.03 -0.02 0.01
H 0.03 0.08 0.02
H 0.02 0.02 0.00
H 0.00 0.06 0.08
H -0.01 -0.03 -0.03